[1]
{"formula": "C5H4N", "method": "ωB97M-V with the def2-TZVPD basis set", "symbols": ["C", "N", "C", "C", "C", "C", "H", "H", "H", "H"], "positions_angstrom": [[-1.2730, -0.5394, 0.0117], [0.0790, -0.1088, 0.1343], [0.6563, 1.1238, 0.1696], [1.9393, 0.7199, -0.1823], [2.3869, -0.4857, 0.1695], [1.1489, -0.8998, -0.2033], [-1.9290, 0.3264, -0.5610], [-1.4110, -1.4310, -0.7013], [-1.8518, -0.7550, 0.9158], [0.2544, 2.0496, 0.2469]], "nbo_charge": [-0.466, -0.322, 0.053, 0.172, 0.154, 0.339, 0.257, 0.276, 0.267, 0.269], "de_lowest_kcal_mol": 120.4, "mol_weight_g_mol": 78.09, "total_energy_ha": -247.0700, "lumo_ev": [-8.115, -8.116], "total_charge": 1, "spin_multiplicity": 1, "homo_energy_ev": [-15.538, -15.538], "smiles": "C[N+]1=CC2=C=C21"}

=====

[2]
{"formula": "C28H31AsN8RbS2", "method": "ωB97M-V with the def2-TZVPD basis set", "symbols": ["Rb", "C", "N", "C", "C", "N", "N", "C", "N", "N", "H", "H", "H", "H", "H", "H", "H", "H", "H", "H", "H", "S", "C", "C", "C", "C", "C", "C", "As", "C", "C", "C", "C", "C", "C", "C", "C", "C", "C", "C", "C", "H", "H", "H", "H", "H", "H", "H", "H", "H", "H", "H", "H", "H", "H", "N", "C", "C", "C", "C", "C", "N", "H", "H", "H", "H", "H", "H", "S", "C", "N"], "positions_angstrom": [[-1.3176, 0.4904, -1.9609], [0.2302, 6.4258, -1.6044], [0.4696, 5.4235, -0.5632], [1.8776, 5.1098, -0.4258], [-0.4002, 4.3223, -0.5029], [-0.0769, 3.0945, -0.5217], [-1.7287, 4.7393, -0.3523], [-2.9014, 3.9730, -0.3857], [-4.0240, 4.7829, -0.1745], [-2.9003, 2.7152, -0.5411], [0.6896, 7.3696, -1.3122], [-0.8319, 6.5950, -1.7592], [0.6543, 6.1158, -2.5686], [2.4239, 6.0398, -0.2753], [2.2896, 4.6109, -1.3129], [2.0383, 4.4759, 0.4440], [0.9101, 2.9542, -0.7019], [-1.8402, 5.6955, -0.0819], [-3.9734, 5.7131, -0.5581], [-4.8864, 4.3280, -0.4140], [-3.8409, 2.3341, -0.5426], [-2.4654, -2.1366, -0.7328], [-1.6868, -3.6587, -1.1240], [-2.4070, -4.8511, -1.3020], [-1.7639, -6.0389, -1.6244], [-0.3829, -6.0797, -1.7802], [0.3510, -4.9151, -1.6082], [-0.2833, -3.7180, -1.2765], [0.6110, -1.9981, -1.1255], [0.7704, -1.8246, 0.8138], [1.6045, -0.8202, 1.3017], [1.7642, -0.6320, 2.6684], [1.0784, -1.4470, 3.5625], [0.2397, -2.4450, 3.0807], [0.0839, -2.6333, 1.7107], [2.4628, -2.6389, -1.4157], [3.2235, -3.3121, -0.4598], [4.4938, -3.7863, -0.7691], [5.0226, -3.5966, -2.0424], [4.2763, -2.9263, -3.0026], [3.0074, -2.4502, -2.6856], [-3.4837, -4.8190, -1.1908], [-2.3466, -6.9430, -1.7615], [0.1176, -7.0064, -2.0371], [1.4256, -4.9425, -1.7310], [2.1303, -0.1779, 0.6052], [2.4096, 0.1573, 3.0383], [1.1884, -1.2961, 4.6307], [-0.3087, -3.0724, 3.7770], [-0.5897, -3.3940, 1.3340], [2.8223, -3.4703, 0.5331], [5.0722, -4.3090, -0.0148], [6.0107, -3.9717, -2.2840], [4.6812, -2.7713, -3.9968], [2.4313, -1.9253, -3.4363], [-2.7615, -1.0880, 2.4987], [-2.0110, -0.0490, 2.9888], [-1.9077, 0.1786, 4.3768], [-1.1450, 1.2331, 4.8243], [-0.4886, 2.0452, 3.9031], [-0.6506, 1.7423, 2.5627], [-1.3915, 0.7330, 2.0966], [-2.9821, -1.8298, 3.1360], [-2.5379, -1.4000, 1.5557], [-2.4214, -0.4797, 5.0701], [-1.0502, 1.4200, 5.8879], [0.1230, 2.8834, 4.2166], [-0.1785, 2.3521, 1.7941], [-1.3416, 2.3611, -4.8939], [-1.7099, 1.5187, -6.2951], [-1.9674, 0.9210, -7.2624]], "nbo_charge": [0.919, -0.409, -0.465, -0.418, 0.601, -0.729, -0.636, 0.592, -0.838, -0.724, 0.195, 0.207, 0.196, 0.204, 0.183, 0.215, 0.347, 0.394, 0.372, 0.387, 0.344, -0.530, -0.132, -0.250, -0.203, -0.284, -0.146, -0.411, 0.894, -0.324, -0.171, -0.226, -0.223, -0.219, -0.217, -0.337, -0.226, -0.218, -0.228, -0.224, -0.168, 0.213, 0.199, 0.200, 0.203, 0.198, 0.205, 0.207, 0.203, 0.235, 0.223, 0.205, 0.204, 0.206, 0.209, -0.814, 0.397, -0.314, -0.162, -0.343, 0.070, -0.475, 0.370, 0.433, 0.202, 0.202, 0.206, 0.203, -0.528, 0.078, -0.527], "de_lowest_kcal_mol": 4.7, "mol_weight_g_mol": 704.14, "total_energy_ha": -4579.9976, "lumo_ev": 1.780, "total_charge": -1, "spin_multiplicity": 1, "homo_energy_ev": -4.435}

=====

[3]
{"formula": "H6N3PS", "method": "ωB97M-V with the def2-TZVPD basis set", "symbols": ["N", "N", "N", "P", "S", "H", "H", "H", "H", "H", "H"], "positions_angstrom": [[2.3513, 0.6589, 1.0063], [-0.7845, -1.5910, -0.2043], [-1.3820, 0.6528, -1.3934], [-1.9860, -0.3637, -0.4065], [-3.3930, -0.2235, 0.8595], [2.1213, 0.1615, 0.2106], [3.3721, 0.6417, 1.0526], [-0.7402, -1.6970, 0.8095], [0.0321, -1.4478, -0.7675], [-1.7439, 1.5541, -1.8801], [2.1528, 1.6539, 0.7134]], "nbo_charge": [-1.050, -1.134, -1.259, 1.602, -0.471, 0.343, 0.353, 0.413, 0.417, 0.432, 0.355], "de_lowest_kcal_mol": 45.3, "mol_weight_g_mol": 111.11, "total_energy_ha": -907.4065, "lumo_ev": -0.106, "spin_multiplicity": 1, "homo_energy_ev": -9.541}

=====

[4]
{"formula": "C8H7Cl2NOS", "method": "ωB97M-V with the def2-TZVPD basis set", "symbols": ["Cl", "S", "C", "C", "C", "C", "Cl", "N", "C", "H", "H", "H", "O", "C", "C", "C", "H", "H", "H", "H"], "positions_angstrom": [[-0.0355, 3.3895, 0.0525], [-0.8398, 1.6801, 0.6029], [0.7984, 0.9043, 0.1924], [1.1328, 0.5015, -1.1204], [2.1365, -0.4275, -1.2839], [2.9647, -0.8387, -0.1470], [3.8488, -2.2995, -0.1260], [2.7269, -0.2446, 1.0513], [1.6660, 0.5130, 1.2004], [0.6426, 1.0096, -1.9673], [2.4202, -0.7002, -2.2537], [1.5357, 0.8020, 2.2098], [-3.3206, 0.4863, -1.4490], [-2.7561, 0.2311, -0.3595], [-2.6630, -0.4036, 0.9794], [-1.8067, -0.9329, -0.1546], [-1.8821, -0.0689, 1.8198], [-3.5656, -0.9172, 1.5329], [-2.2368, -1.7016, -0.7345], [-0.7661, -0.9828, -0.0455]], "nbo_charge": [-0.130, 0.309, -0.199, -0.181, -0.260, 0.178, 0.065, -0.417, 0.015, 0.248, 0.230, 0.208, -0.523, 0.549, -0.506, -0.548, 0.258, 0.248, 0.228, 0.228], "de_lowest_kcal_mol": 72.6, "mol_weight_g_mol": 236.12, "total_energy_ha": -1757.4408, "lumo_ev": -0.574, "spin_multiplicity": 1, "homo_energy_ev": -9.014, "smiles": "ClSc1ccc(Cl)nc1.O=C1CC1"}

=====

[5]
{"formula": "C3H5Br2N3", "method": "ωB97M-V with the def2-TZVPD basis set", "symbols": ["C", "C", "C", "N", "N", "N", "Br", "Br", "H", "H", "H", "H", "H"], "positions_angstrom": [[2.0295, 0.0473, 0.5139], [0.4079, -2.7045, 0.0169], [-0.6403, 2.1066, -0.1710], [1.4670, 1.0897, 0.3129], [0.3668, -3.7975, 0.5962], [0.7169, 1.9843, 0.5405], [3.5159, -0.7171, -0.1927], [-1.2638, -1.6665, -0.1447], [1.0534, -1.9491, -0.3728], [-1.4607, 2.0808, 0.5236], [-0.6634, 3.0767, -0.7101], [-0.6019, 1.3061, -0.8594], [1.2601, -4.2772, 0.6909]], "nbo_charge": [-0.090, 0.114, -0.435, -0.044, -0.600, -0.183, 0.127, -0.091, 0.196, 0.221, 0.213, 0.203, 0.370], "de_lowest_kcal_mol": 44.5, "mol_weight_g_mol": 242.90, "total_energy_ha": -5429.4404, "lumo_ev": -0.035, "spin_multiplicity": 1, "homo_energy_ev": -8.735}

=====

[6]
{"formula": "C3H3NO3", "method": "ωB97M-V with the def2-TZVPD basis set", "symbols": ["N", "C", "O", "C", "O", "C", "O", "H", "H", "H"], "positions_angstrom": [[-0.5832, 1.2993, -0.6548], [-0.4967, 0.1726, -0.1110], [0.5424, -0.7715, -0.1507], [1.7973, -0.3144, 0.0493], [2.1174, 0.8327, 0.1832], [-1.6974, -0.4275, 0.6147], [-1.8940, -0.9325, -0.4904], [0.3303, 1.6985, -0.8235], [2.4789, -1.1728, 0.0856], [-2.5949, -0.3843, 1.2977]], "nbo_charge": [-0.729, 0.565, -0.514, 0.652, -0.560, 0.305, -0.440, 0.390, 0.135, 0.196], "de_lowest_kcal_mol": 96.7, "mol_weight_g_mol": 101.06, "total_energy_ha": -396.4703, "lumo_ev": -0.076, "spin_multiplicity": 1, "homo_energy_ev": -9.374}